Entry 1:
The following is a DFT calculation (ωB97M-V/def2-TZVPD) of an isolated molecule of C4H8O3.

The geometry in XYZ format:
```
15
Properties=species:S:1:pos:R:3
O -0.1983 1.3619 -1.0725
C -0.4046 0.6047 -0.1614
C -1.7643 -0.4724 -0.5152
O -2.0115 -0.2473 -1.8535
C 0.3329 0.6972 1.1982
C 1.2991 -0.4896 1.0352
O 0.8204 -1.1209 -0.1504
H -1.7792 -1.5926 -0.4063
H -2.5466 -0.1164 0.1662
H -1.5446 0.5894 -2.0433
H 0.8391 1.6682 1.2842
H -0.3620 0.5997 2.0390
H 2.3340 -0.1594 0.8650
H 1.3185 -1.1893 1.8818
H -0.1857 -1.0686 -0.1436
```

Properties
**Structure (SMILES)**: O=C(CO)CCO
**E_HOMO**: -0.3634 Ha
**Calculated total energy**: -10417.6659 eV
**Spin multiplicity**: 1
**HOMO-LUMO gap**: 10.68 eV

***

Entry 2:
The following is a DFT calculation (ωB97M-V/def2-TZVPD) of an isolated molecule of C4H8O3.

The geometry in XYZ format:
```
15
Properties=species:S:1:pos:R:3
C -1.0060 0.7005 -1.3437
C -0.6448 -0.4213 -0.3890
O 0.2382 -1.3051 -1.0508
C 0.0129 0.0437 0.9133
O 0.1280 -1.0711 1.7592
C 1.3996 0.6108 0.6637
O 2.3518 0.2141 1.2968
H -1.4386 0.2753 -2.2528
H -1.7434 1.3715 -0.8924
H -0.1308 1.2873 -1.6386
H -1.5643 -0.9507 -0.0966
H 0.4687 -1.9809 -0.3962
H -0.5988 0.8387 1.3781
H 1.0223 -1.0219 2.1410
H 1.5051 1.4093 -0.0919
```

Properties
**Structure (SMILES)**: C[C@@H](O)[C@@H](O)C=O
**E_HOMO**: -0.3802 Ha
**Calculated total energy**: -10419.6990 eV
**Spin multiplicity**: 1
**HOMO-LUMO gap**: 11.13 eV

***

Entry 3:
The following is a DFT calculation (ωB97M-V/def2-TZVPD) of a 2-piece molecular cluster, C4H8O3 overall.

The geometry in XYZ format:
```
15
Properties=species:S:1:pos:R:3
C -2.1750 -0.3636 -0.8109
C -1.1774 0.1772 -0.1074
C 0.3526 -0.7425 -0.1285
C 1.3503 -0.0870 -1.0194
O 0.2969 -1.8331 0.3502
H -3.0462 0.2051 -1.1222
H -2.1477 -1.4119 -1.0942
H -1.1892 1.2504 0.0723
H 2.3421 -0.4508 -0.7408
H 1.1478 -0.3945 -2.0470
H 1.3111 0.9950 -0.9102
O 0.4405 0.0791 2.0329
O 1.1259 1.3419 1.8209
H -0.5039 0.0213 1.2772
H 1.8722 1.2136 2.4270
```

Properties
**Structure (SMILES)**: C=CC(C)=O.OO
**E_HOMO**: -0.3391 Ha
**Calculated total energy**: -10414.0582 eV
**Spin multiplicity**: 1
**HOMO-LUMO gap**: 9.66 eV

***

Entry 4:
The following is a DFT calculation (ωB97M-V/def2-TZVPD) of a 3-piece molecular cluster, C4H8O3 overall.

The geometry in XYZ format:
```
15
Properties=species:S:1:pos:R:3
C 2.5743 -0.0361 0.5700
O 1.1918 0.3443 0.6527
C 0.3613 -0.4805 0.0141
O 0.6608 -1.4560 -0.6057
C -1.2182 -0.0877 0.4400
C -1.1856 0.6648 -0.8029
O -1.9989 -1.1095 0.4613
H 2.7183 -1.0170 1.0278
H 3.1234 0.7307 1.1141
H 2.8894 -0.0747 -0.4753
H -1.0778 0.5277 1.3440
H -0.7830 1.6765 -0.8597
H -2.9932 0.4787 -0.7956
H -1.2129 0.0854 -1.7216
H -3.0496 -0.2467 -0.3631
```

Properties
**E_HOMO (spin up / spin down)**: -0.3549 / -0.3549 Ha
**Calculated total energy**: -10415.2346 eV
**Spin multiplicity**: 1
**HOMO-LUMO gap (spin up / spin down)**: 8.87 / 8.87 eV

***

Entry 5:
The following is a DFT calculation (ωB97M-V/def2-TZVPD) of a 2-piece molecular cluster, C4H8O3 overall.

The geometry in XYZ format:
```
15
Properties=species:S:1:pos:R:3
O 0.7885 -1.5663 -1.0421
C 0.1449 -0.5764 -0.7043
C 0.1430 -0.1823 0.7776
C -1.3418 0.0652 1.2235
C -2.0147 1.1547 0.4872
O -1.3135 1.9466 -0.0793
H -0.3655 0.0077 -1.4053
H 0.6114 -0.8385 1.3608
H 0.7735 0.6260 0.8173
H -1.2475 0.4056 2.3862
H -1.9095 -0.8773 0.9738
H -3.1675 1.3133 0.3714
O 3.3509 -0.4201 -1.5639
H 2.5910 0.1638 -1.8495
H 2.9567 -1.2219 -1.7534
```

Properties
**Structure (SMILES)**: O=CCCC=O.O
**E_HOMO**: -0.3718 Ha
**Calculated total energy**: -10418.1351 eV
**Spin multiplicity**: 1
**HOMO-LUMO gap**: 10.50 eV

***

Entry 6:
The following is a DFT calculation (ωB97M-V/def2-TZVPD) of a 2-piece molecular cluster, C4H8O3 overall.

The geometry in XYZ format:
```
15
Properties=species:S:1:pos:R:3
C 1.6459 -0.7809 0.7279
C 0.8346 0.4801 0.6038
C 1.0974 1.3774 -0.3325
O 0.6401 2.6729 -0.2362
H 1.0142 -1.6266 1.0263
H 2.1360 -1.0480 -0.2091
H 2.4348 -0.6868 1.4703
H 0.1151 0.7869 1.3693
H 1.7985 1.1853 -1.1928
H -0.2696 2.6828 0.0858
O -2.5142 0.4502 -1.2615
C -2.3121 -0.7275 -1.0049
O -2.8022 -1.3482 0.0983
H -1.6083 -1.3721 -1.5795
H -2.2103 -2.0455 0.4348
```

Properties
**E_HOMO (spin up / spin down)**: -0.5305 / -0.5304 Ha
**⟨S²⟩**: 0.76
**Calculated total energy**: -10410.0296 eV
**Spin multiplicity**: 2
**HOMO-LUMO gap (spin up / spin down)**: 9.78 / 5.55 eV
**Net charge**: +1

***

Entry 7:
The following is a DFT calculation (ωB97M-V/def2-TZVPD) of a 2-piece molecular cluster, C4H8O3 overall.

The geometry in XYZ format:
```
15
Properties=species:S:1:pos:R:3
O 0.6454 -1.3340 -2.2243
C -0.1463 -1.0199 -1.3975
C 0.3781 -0.7645 0.0417
C -0.5715 -1.3194 1.0950
C -1.4305 -0.1757 1.6510
O -2.5913 -0.0606 1.3933
H -1.2101 -0.9039 -1.6934
H 0.4820 0.3319 0.0290
H 1.3908 -1.1669 0.0545
H -1.2709 -2.0290 0.6464
H -0.0185 -1.8604 1.8616
H -0.8788 0.5978 2.2215
H 2.1166 2.6381 -1.5755
H 1.3850 3.9386 -1.2553
O 1.7200 3.1280 -0.8479
```

Properties
**E_HOMO (spin up / spin down)**: -0.5373 / -0.5262 Ha
**⟨S²⟩**: 0.76
**Calculated total energy**: -10409.1376 eV
**Spin multiplicity**: 2
**HOMO-LUMO gap (spin up / spin down)**: 8.66 / 4.31 eV
**Net charge**: +1

***

Entry 8:
The following is a DFT calculation (ωB97M-V/def2-TZVPD) of an isolated ion of composition C4H8O3P and charge -1.

The geometry in XYZ format:
```
16
Properties=species:S:1:pos:R:3
C 1.0892 0.7479 0.9731
C 1.0269 -0.7034 0.5603
P 0.3599 -0.7498 -1.3923
C -1.4497 -0.4049 -1.1142
O 0.9556 0.3984 -2.1265
C 0.4730 -2.5231 -2.4363
O 1.5604 -3.0302 -2.3982
O -0.6055 -2.6988 -2.9452
H 1.6341 1.3100 0.2168
H 0.0876 1.1702 1.0346
H 1.5805 0.8857 1.9389
H 0.3473 -1.2932 1.1706
H 2.0109 -1.1669 0.5419
H -1.9320 -1.2235 -0.5856
H -1.5567 0.5263 -0.5557
H -1.8982 -0.2933 -2.1006
```

Properties
**Structure (SMILES)**: CC[P@@](C)(=O)C(=O)[O-]
**E_HOMO**: -0.1368 Ha
**Calculated total energy**: -19711.4531 eV
**Spin multiplicity**: 1
**HOMO-LUMO gap**: 7.57 eV
**Net charge**: -1

***

Entry 9:
The following is a DFT calculation (ωB97M-V/def2-TZVPD) of C4H8O3Pd as an isolated structure.

The geometry in XYZ format:
```
16
Properties=species:S:1:pos:R:3
O 0.2696 -1.6005 1.3889
Pd -0.1902 0.0763 1.5531
O 0.9122 0.5945 0.2509
C 0.0543 1.4502 -0.4878
C -1.3591 1.5882 0.0876
O -1.5816 1.1657 1.3958
H -0.0192 1.0414 -1.5116
H 0.5308 2.4452 -0.5056
H -2.0429 1.0334 -0.5892
H -1.5708 2.6778 0.0712
C 0.1147 -2.0267 0.0592
C 1.3139 -1.1571 -0.1870
H -0.7810 -1.7706 -0.5274
H 0.3544 -3.0952 -0.0497
H 1.6828 -1.3673 -1.1997
H 2.3119 -1.0552 0.2514
```

Properties
**E_HOMO (spin up / spin down)**: -0.2535 / -0.3020 Ha
**⟨S²⟩**: 2.01
**Calculated total energy**: -13889.5257 eV
**Spin multiplicity**: 3
**HOMO-LUMO gap (spin up / spin down)**: 7.10 / 8.33 eV

***

Entry 10:
The following is a DFT calculation (ωB97M-V/def2-TZVPD) of C4H8O3Yb as an isolated structure.

The geometry in XYZ format:
```
16
Properties=species:S:1:pos:R:3
O 0.2433 0.3268 -0.1965
O -0.5274 -1.5950 -1.2283
C -0.1921 -1.0703 -0.1765
O -1.3903 -0.8069 0.9198
C -2.2684 -1.8795 1.1933
C 1.4493 0.6365 -0.9106
C 1.9040 2.0255 -0.5358
H -2.8786 -2.1319 0.3160
H -1.6610 -2.7569 1.4597
H -2.9052 -1.6051 2.0421
H 2.1960 -0.1218 -0.6370
H 1.2273 0.5596 -1.9829
H 2.0129 2.1274 0.5533
H 2.8815 2.2174 -0.9963
H 1.1993 2.7864 -0.8999
Yb -1.2906 1.2880 1.0795
```

Properties
**E_HOMO (spin up / spin down)**: -0.5936 / -0.7369 Ha
**⟨S²⟩**: 2.00
**Calculated total energy**: -41927.5552 eV
**Spin multiplicity**: 3
**HOMO-LUMO gap (spin up / spin down)**: 5.41 / 8.28 eV
**Net charge**: +2

***

Entry 11:
The following is a DFT calculation (ωB97M-V/def2-TZVPD) of a 2-piece molecular cluster, C4H8O4 overall.

The geometry in XYZ format:
```
16
Properties=species:S:1:pos:R:3
O -0.6966 -1.3832 -0.2876
C -1.0901 -0.8973 -1.3394
C -0.3146 -0.0205 -2.1987
C 1.0077 0.7286 -1.5387
C 0.7422 1.1787 -0.1428
O -0.3406 1.3555 0.2864
O 1.7895 1.6727 0.5813
H -1.9363 -1.3682 -1.8580
H -0.0046 -0.6925 -3.0842
H -0.6669 0.7310 -2.7927
H 1.5379 1.4652 -2.1453
H 1.7026 -0.0718 -1.5271
H 1.5958 2.0681 1.4416
O -0.8638 -1.6410 5.1126
H -0.7248 -1.2620 4.3131
H -1.7373 -1.8632 5.1795
```

Properties
**Structure (SMILES)**: O=CCCC(=O)O.O
**E_HOMO**: -0.3725 Ha
**Calculated total energy**: -12466.2407 eV
**Spin multiplicity**: 1
**HOMO-LUMO gap**: 10.77 eV

***

Entry 12:
The following is a DFT calculation (ωB97M-V/def2-TZVPD) of a 2-piece molecular cluster, C4H8OS overall.

The geometry in XYZ format:
```
14
Properties=species:S:1:pos:R:3
C -1.2516 -1.8025 0.2510
C -0.9270 -0.5497 0.5408
C -0.8772 0.7269 0.8018
C -0.3266 1.7026 -0.1706
H -0.7481 -2.6670 0.6814
H -2.0497 -2.1199 -0.4804
H -1.4617 1.0487 1.7114
H -0.5818 2.6868 0.1547
H 0.7507 1.5399 -0.4023
H -0.8505 1.6151 -1.1872
O 1.6472 -1.2895 -0.7226
S 2.8494 -0.4536 -0.0134
H 0.7659 -0.9168 -0.2720
H 3.0610 0.4791 -0.8925
```

Properties
**Structure (SMILES)**: C=C=CC.OS
**E_HOMO**: -0.3253 Ha
**Calculated total energy**: -17157.1066 eV
**Spin multiplicity**: 1
**HOMO-LUMO gap**: 9.60 eV